# 1
{"formula": "C4H7NO2", "method": "ωB97M-V with the def2-TZVPD basis set", "smiles": "C[C@H](O)CN=C=O", "e_above_lowest_kj_mol": 108.5, "orbital_gap_ev": 11.19, "elements": ["C", "C", "O", "C", "N", "C", "O", "H", "H", "H", "H", "H", "H", "H"], "positions_angstrom": [[-1.2844, -0.9426, 0.0711], [-0.3549, -0.0446, -0.7338], [0.8320, -0.7511, -1.0473], [0.0203, 1.2465, 0.0517], [1.3308, 1.1046, 0.6750], [1.7592, 0.0519, 1.1227], [2.2684, -0.8889, 1.5945], [-0.8923, -1.1299, 1.0781], [-1.4229, -1.9079, -0.4240], [-2.2649, -0.4621, 0.1703], [-0.8473, 0.2294, -1.6762], [1.5230, -0.0743, -1.1194], [-0.7097, 1.4479, 0.8423], [0.0427, 2.1211, -0.6049]]}


# 2
{"formula": "C2H2O2S2", "method": "ωB97M-V with the def2-TZVPD basis set", "e_above_lowest_kj_mol": 261.4, "orbital_gap_ev": 7.91, "elements": ["C", "C", "H", "H", "O", "O", "S", "S"], "positions_angstrom": [[-0.3366, -0.1479, 0.6584], [0.6371, 0.2079, -0.3963], [-2.1203, 0.2119, -1.2588], [0.6827, 0.5249, -2.1574], [-0.2165, 0.0391, 1.9077], [-0.1395, 0.3136, -1.5494], [-1.9950, -0.9354, -0.0072], [2.1501, 0.6904, -0.0568]]}


# 3
{"formula": "C9H17Cl11", "method": "ωB97M-V with the def2-TZVPD basis set", "smiles": "ClC(Cl)Cl.ClCCCl.ClCCCl.ClCCCl.ClCCCl", "e_above_lowest_kj_mol": 42.8, "orbital_gap_ev": 11.03, "elements": ["Cl", "C", "Cl", "Cl", "H", "Cl", "C", "C", "Cl", "H", "H", "H", "H", "Cl", "C", "C", "Cl", "H", "H", "H", "H", "Cl", "C", "C", "Cl", "H", "H", "H", "H", "Cl", "C", "C", "Cl", "H", "H", "H", "H"], "positions_angstrom": [[7.1830, -1.3946, -1.4194], [7.4202, 0.2900, -1.9883], [8.7011, 0.3665, -3.2350], [7.8522, 1.2361, -0.4992], [6.4875, 0.6395, -2.4312], [3.9193, -0.2880, 3.1011], [4.4178, 0.2506, 4.7391], [4.9322, -1.0286, 5.4746], [5.7622, -0.6652, 6.9353], [3.6302, 0.7897, 5.2656], [5.1498, 1.0484, 4.6137], [5.6827, -1.4994, 4.8396], [4.1643, -1.7685, 5.7004], [0.0327, -4.3340, -1.5946], [0.3303, -2.8114, -0.7144], [0.3572, -1.6764, -1.7254], [1.7816, -1.7729, -2.7591], [1.3010, -2.8255, -0.2187], [-0.5397, -2.6561, -0.0764], [0.3728, -0.6907, -1.2603], [-0.5583, -1.6999, -2.3164], [-3.9020, 8.2684, -0.7846], [-2.7603, 7.0631, -1.4426], [-3.1268, 5.7821, -0.7002], [-2.3751, 4.4147, -1.5163], [-1.7455, 7.4167, -1.2599], [-2.9112, 6.9761, -2.5186], [-4.1984, 5.5891, -0.7503], [-2.8230, 5.8397, 0.3450], [-8.1088, -4.6000, 0.1268], [-7.5699, -4.0578, -1.4926], [-6.0954, -3.7160, -1.4812], [-5.4290, -2.8470, -2.9455], [-8.1947, -3.2108, -1.7762], [-7.8339, -4.8027, -2.2433], [-5.4568, -4.5860, -1.3280], [-5.8492, -3.0391, -0.6632]]}


# 4
{"formula": "C7H10", "method": "ωB97M-V with the def2-TZVPD basis set", "e_above_lowest_kj_mol": 462.8, "orbital_gap_ev": 8.76, "elements": ["C", "C", "C", "C", "C", "C", "C", "H", "H", "H", "H", "H", "H", "H", "H", "H", "H"], "positions_angstrom": [[1.7270, -0.1552, 0.9364], [2.0297, 0.7976, -0.1792], [1.1943, -0.4254, -0.4419], [-0.2582, -0.1378, -0.6937], [-1.4484, -0.7722, 0.2001], [-2.2727, 0.5763, 0.0599], [-0.8594, 0.8655, 0.1533], [2.5331, -0.7893, 1.2920], [1.0026, 0.1504, 1.6884], [3.0403, 0.8446, -0.5684], [1.6414, -1.2397, -1.0067], [-0.5700, -0.3092, -1.7345], [-1.2193, -1.1705, 1.1828], [-1.9266, -1.5123, -0.4377], [-2.8100, 0.5396, -0.8942], [-2.8854, 0.9049, 0.8984], [1.4716, 1.7313, -0.2091]]}


# 5
{"formula": "C5H13NO2", "method": "ωB97M-V with the def2-TZVPD basis set", "charge": 1, "spin_multiplicity": 2, "e_above_lowest_kj_mol": 209.6, "orbital_gap_ev": [9.78, 4.52], "elements": ["C", "N", "C", "C", "C", "C", "O", "H", "H", "H", "H", "H", "H", "H", "H", "H", "H", "H", "H", "H", "O"], "positions_angstrom": [[-2.4002, -0.7708, -0.5314], [-1.5557, 0.4012, -0.5355], [-0.1570, 0.1969, -0.2046], [0.3468, -1.2117, 0.1573], [1.9002, -1.1621, -0.0325], [-0.0037, -1.4534, 1.6630], [0.4959, 1.1913, -0.0483], [-3.2781, -0.6262, -1.2436], [-2.8874, -0.8561, 0.4420], [-1.8882, -1.6720, -0.8819], [-1.7976, 1.3505, -0.2549], [-0.1047, -2.1094, -0.4797], [2.3754, -1.4309, 0.8859], [2.3514, -1.7730, -0.8151], [2.1498, -0.0837, -0.1657], [-0.3801, -2.5285, 1.6271], [-0.8491, -0.8310, 1.9103], [0.6830, -1.4928, 2.5022], [1.5474, 4.1949, -1.6138], [1.4078, 5.6897, -1.1180], [2.0440, 4.9770, -1.2629]]}


# 6
{"formula": "C4H11N2O", "method": "ωB97M-V with the def2-TZVPD basis set", "smiles": "CNC(=O)C[NH2+]C", "charge": 1, "e_above_lowest_kj_mol": 185.8, "orbital_gap_ev": 10.37, "elements": ["C", "N", "C", "O", "C", "N", "C", "H", "H", "H", "H", "H", "H", "H", "H", "H", "H", "H"], "positions_angstrom": [[-0.2136, -2.4193, -1.0875], [0.9320, -1.6812, -0.4624], [0.8411, -0.3554, -0.1826], [1.5446, 0.5110, -0.6919], [-0.2683, 0.0765, 0.7428], [-0.4506, 1.5519, 0.5711], [-1.7811, 2.1334, 0.8914], [0.2075, -3.2681, -1.6077], [-0.8245, -1.7313, -1.6634], [-0.8276, -2.7897, -0.2634], [1.8363, -2.0988, -0.4420], [-0.1048, -0.2697, 1.7592], [-1.1398, -0.4804, 0.3864], [0.1700, 2.0477, 1.2239], [0.0408, 1.6995, -0.3386], [-1.6876, 3.2073, 0.9684], [-2.5772, 1.7807, 0.2365], [-2.1066, 1.7053, 1.8422]]}


# 7
{"formula": "C5H7NO", "method": "ωB97M-V with the def2-TZVPD basis set", "smiles": "[H]/N=C1\\O[C@H]2CC[C@@H]12", "e_above_lowest_kj_mol": 341.5, "orbital_gap_ev": 10.03, "elements": ["H", "N", "C", "O", "C", "C", "C", "C", "H", "H", "H", "H", "H", "H"], "positions_angstrom": [[-0.5984, -1.0268, 2.6481], [0.1183, -1.3063, 1.9951], [-0.3276, -1.0876, 0.8477], [-1.4791, -0.4293, 0.3905], [-0.8566, -0.1279, -0.8975], [-0.1125, 1.1911, -0.7832], [0.9081, 0.6361, 0.1950], [0.3678, -0.9246, -0.4250], [-1.5241, -0.3123, -1.7451], [-0.7234, 2.0218, -0.4446], [0.4228, 1.4324, -1.6957], [0.8145, 1.0956, 1.2352], [1.9585, 0.6072, -0.0327], [1.1159, -1.5214, -0.9701]]}


# 8
{"formula": "C2H4ClIN2O", "method": "ωB97M-V with the def2-TZVPD basis set", "smiles": "NC(=O)[C@](N)(Cl)I", "e_above_lowest_kj_mol": 0.0, "orbital_gap_ev": 8.98, "elements": ["N", "C", "O", "C", "N", "Cl", "I", "H", "H", "H", "H"], "positions_angstrom": [[-0.4790, 1.2704, 1.2053], [-0.2160, 0.0905, 0.6385], [0.0085, -0.8919, 1.2862], [-0.0232, -0.0788, -0.8638], [0.3776, -1.2699, -1.1638], [1.3146, 1.0335, -1.2550], [-2.0880, 0.6736, -1.7634], [-0.4113, 2.1711, 0.7446], [-0.6381, 1.1385, 2.1877], [0.3100, -2.0897, -0.6150], [0.8379, -1.5358, -2.0862]]}


# 9
{"formula": "HN3O3", "method": "ωB97M-V with the def2-TZVPD basis set", "smiles": "O=[N+]([O-])O.N#N", "e_above_lowest_kj_mol": 21.7, "orbital_gap_ev": 12.50, "elements": ["O", "N", "O", "O", "H", "N", "N"], "positions_angstrom": [[1.1695, -0.5040, -0.3880], [0.3638, -0.6436, 0.4312], [-0.1052, 0.1994, 1.1011], [-0.2310, -1.9544, 0.4990], [-0.8499, -1.8642, 1.3009], [0.0861, 2.8734, -1.5422], [-0.4333, 1.8933, -1.4019]]}


# 10
{"formula": "C37H43BrClN2O5SZr", "method": "ωB97M-V with the def2-TZVPD basis set", "charge": 1, "orbital_gap_ev": 7.24, "elements": ["Zr", "C", "C", "C", "C", "C", "C", "C", "C", "C", "C", "C", "C", "C", "C", "C", "C", "C", "H", "H", "H", "H", "H", "H", "H", "H", "H", "H", "H", "H", "H", "H", "H", "H", "H", "H", "H", "H", "H", "H", "H", "H", "H", "H", "H", "H", "H", "C", "C", "C", "C", "C", "Br", "N", "C", "H", "H", "H", "H", "H", "H", "Cl", "C", "C", "C", "C", "C", "C", "C", "O", "O", "H", "H", "H", "H", "O", "C", "N", "S", "O", "O", "C", "C", "C", "C", "C", "C", "H", "H", "H", "H"], "positions_angstrom": [[-0.5167, -0.1392, -0.4604], [-0.5426, 2.2858, 0.4074], [-0.1872, 1.6668, 1.6765], [-1.1970, 0.7471, 2.0179], [-2.2302, 0.8721, 0.9934], [-1.8827, 1.9264, 0.1198], [-2.8492, 2.8224, -0.6584], [-3.8198, 1.9526, -1.4498], [-3.5806, 3.6384, 0.3847], [-2.1339, 3.8469, -1.5609], [-1.5491, -0.0173, 3.3112], [-2.3735, -1.3061, 3.0933], [-0.2993, -0.4406, 4.1189], [-2.4996, 0.9528, 4.0177], [0.9933, 2.3181, 2.4458], [1.6390, 3.3978, 1.5290], [0.4010, 3.1272, 3.6704], [2.1082, 1.3342, 2.8175], [0.0788, 3.0354, -0.0784], [-3.2428, 0.4476, 1.0148], [-4.2952, 1.2005, -0.7691], [-3.3083, 1.4316, -2.2577], [-4.6414, 2.4902, -1.8960], [-4.3908, 3.1411, 0.8898], [-3.9551, 4.5733, -0.0523], [-2.9460, 3.9064, 1.2305], [-1.7124, 3.3632, -2.4089], [-1.3764, 4.3327, -0.9801], [-2.7664, 4.6657, -1.8806], [-1.7253, -2.1453, 2.7662], [-3.1708, -1.1057, 2.3463], [-2.8778, -1.4975, 4.0674], [0.3017, -1.0778, 3.5343], [-0.6186, -0.9944, 4.9787], [0.3397, 0.4122, 4.3538], [-3.3454, 1.1493, 3.3408], [-2.0222, 1.8724, 4.2619], [-2.7988, 0.5676, 5.0017], [0.8938, 4.1654, 1.3471], [2.0415, 3.0192, 0.5246], [2.4516, 3.8568, 2.0509], [-0.4319, 3.7028, 3.3420], [1.1316, 3.8317, 4.0364], [0.0953, 2.4816, 4.4770], [1.8425, 0.2948, 2.6678], [2.3555, 1.4648, 3.8589], [3.0466, 1.5626, 2.2712], [0.7632, -5.3293, 0.4477], [-0.4457, -4.4608, 0.1237], [-1.3356, -4.8728, -0.8875], [-2.5031, -4.1669, -1.1174], [-2.6575, -2.9060, -0.4788], [-4.3239, -2.0569, -0.6458], [-1.5932, -2.3392, 0.1595], [-0.6185, -3.2092, 0.6524], [0.9498, -6.0909, -0.3514], [0.6384, -5.9424, 1.3601], [1.7233, -4.8030, 0.5018], [-0.9913, -5.6879, -1.5921], [-3.2697, -4.5776, -1.7721], [-0.0296, -2.7648, 1.4236], [7.8564, -1.4664, -0.2198], [6.2009, -1.1942, -0.0960], [5.6749, 0.0016, -0.6984], [4.3291, 0.2232, -0.6471], [3.4212, -0.6977, -0.0746], [3.9477, -1.8674, 0.5034], [5.3679, -2.0853, 0.5309], [1.9749, -0.4873, -0.2810], [1.5857, 0.5541, -0.9285], [1.1001, -1.2809, 0.2868], [6.3848, 0.6501, -1.2407], [3.9212, 1.1461, -1.1024], [3.3513, -2.5789, 0.9679], [5.7337, -3.0175, 0.9519], [-0.9736, 0.8454, -2.1652], [-0.5012, -0.1658, -2.9020], [-0.4679, -1.3474, -2.3268], [0.5445, -2.3819, -3.1389], [-0.2653, -3.5288, -3.5538], [1.7780, -2.6478, -2.4420], [0.7648, -1.3165, -4.4382], [1.4025, -1.6247, -5.5997], [1.3029, -0.6910, -6.6227], [0.7160, 0.5600, -6.3619], [0.1106, 0.8962, -5.1748], [0.1025, -0.1135, -4.2038], [1.7556, -2.6523, -5.6792], [1.8636, -0.8305, -7.5433], [0.6311, 1.3382, -7.1150], [-0.3535, 1.8349, -5.0221]]}


# 11
{"formula": "C20H30AsN4O4PRuS5", "method": "ωB97M-V with the def2-TZVPD basis set", "charge": 3, "spin_multiplicity": 2, "e_above_lowest_kj_mol": 0.0, "orbital_gap_ev": [6.83, 6.18], "elements": ["Ru", "O", "C", "O", "C", "C", "C", "C", "C", "N", "C", "O", "O", "H", "H", "H", "H", "H", "C", "As", "C", "C", "H", "H", "H", "H", "H", "H", "H", "H", "H", "C", "S", "C", "C", "S", "S", "C", "S", "S", "H", "H", "H", "C", "N", "C", "N", "C", "N", "C", "P", "C", "C", "H", "H", "H", "H", "H", "H", "H", "H", "H", "H", "H", "H", "H"], "positions_angstrom": [[0.1925, 0.5853, 0.5915], [-2.1778, 3.9925, 1.0615], [-1.4140, 3.0179, 0.6604], [-1.4903, 1.8754, 1.1046], [-0.4611, 3.3765, -0.4263], [-0.4276, 4.6646, -0.9322], [0.4161, 4.9348, -1.9971], [1.1586, 3.8884, -2.5139], [1.0697, 2.6238, -1.9403], [0.2853, 2.3556, -0.8880], [1.7593, 1.4500, -2.5897], [2.9009, 1.6601, -3.2242], [1.2739, 0.3513, -2.5441], [-2.7873, 3.7078, 1.7683], [-1.0569, 5.4293, -0.4994], [0.4726, 5.9251, -2.4280], [1.7736, 4.0508, -3.3898], [3.2683, 2.5484, -3.1077], [2.9523, -1.5333, 1.8363], [2.2300, -0.7229, 0.2288], [3.7786, 0.2873, -0.3460], [2.2788, -2.2368, -0.9746], [3.8331, -2.1090, 1.5539], [2.2285, -2.1937, 2.3109], [3.2605, -0.7631, 2.5425], [4.6670, -0.2372, 0.0050], [3.7642, 1.2870, 0.0859], [3.8245, 0.3418, -1.4302], [3.3196, -2.5388, -1.0887], [1.8882, -1.9579, -1.9491], [1.7287, -3.0778, -0.5543], [-0.1656, -1.4481, 5.8004], [1.5334, -0.8202, 5.8122], [1.5894, 0.3639, 4.5957], [0.8210, 0.5218, 3.4465], [-0.1654, -0.5467, 2.5826], [1.2303, 1.9195, 2.4656], [2.8724, 2.1668, 3.1192], [3.9732, 3.1317, 2.4813], [2.9736, 1.4321, 4.7141], [-0.1547, -2.4609, 5.4052], [-0.8224, -0.8145, 5.2130], [-0.4934, -1.4585, 6.8377], [-3.6584, -1.3120, -2.4912], [-2.2773, -1.9062, -2.8323], [-2.1919, -3.3048, -2.1872], [-2.4369, -3.2203, -0.7929], [-3.7514, -2.6387, -0.5279], [-3.8545, -1.2914, -1.0854], [-3.0026, -0.3261, -0.3917], [-1.2169, -0.7814, -0.5227], [-1.1592, -1.0184, -2.3623], [-1.3649, -2.5611, -0.0505], [-4.3940, -1.9533, -2.9758], [-3.6968, -0.3133, -2.9239], [-2.2081, -2.0133, -3.8468], [-1.1998, -3.6980, -2.4062], [-2.9508, -3.9123, -2.6799], [-3.9247, -2.6026, 0.5461], [-4.5166, -3.2700, -0.9806], [-3.2848, -0.2818, 0.6619], [-3.1600, 0.6712, -0.8079], [-0.2147, -1.4664, -2.6624], [-1.2436, -0.0559, -2.8665], [-1.5738, -2.6370, 1.0190], [-0.4196, -3.0769, -0.2326]]}


The evaluated largest force on an atom for the records listed, in turn: 0.78, 6.26, 1.74, 0.46, 3.30, 2.24, 2.47, 6.08, 4.19, 4.38, 0.35 eV/A.
The evaluated energy for the records listed, in turn: -9846.155, -27868.896, -147355.535, -7416.238, -10970.650, -9346.931, -8832.664, -27789.463, -10625.699, -146962.518, -162239.840 eV.